No. 1
{"formula": "C19H20N2O5", "method": "wB97M-V/def2-TZVPD", "species": ["C", "C", "H", "H", "O", "C", "O", "C", "C", "C", "C", "C", "C", "H", "H", "H", "N", "C", "O", "C", "N", "C", "O", "C", "C", "C", "O", "H", "C", "C", "C", "C", "H", "H", "H", "H", "H", "H", "H", "H", "H", "H", "H", "H", "H", "H"], "coordinates": [[-5.140, 1.681, 5.453], [-4.948, 2.564, 4.228], [-4.860, 3.613, 4.529], [-5.773, 2.446, 3.522], [-3.779, 2.195, 3.496], [-2.612, 2.690, 3.933], [-2.514, 3.431, 4.881], [-1.462, 2.235, 3.113], [-1.629, 1.361, 2.047], [-0.530, 0.954, 1.297], [0.740, 1.426, 1.622], [0.898, 2.296, 2.687], [-0.190, 2.704, 3.435], [-0.082, 3.381, 4.268], [1.885, 2.657, 2.931], [1.589, 1.110, 1.041], [-0.763, 0.072, 0.235], [0.132, -0.459, -0.641], [1.320, -0.255, -0.653], [-0.549, -1.388, -1.662], [0.435, -1.885, -2.585], [1.182, -3.016, -2.340], [0.979, -3.774, -1.429], [2.242, -3.119, -3.419], [2.015, -1.898, -4.315], [0.836, -1.172, -3.694], [0.302, -0.166, -4.080], [1.750, -2.179, -5.338], [3.213, -0.930, -4.357], [3.743, -0.723, -2.972], [3.941, -1.779, -2.199], [3.626, -3.139, -2.741], [4.377, -3.424, -3.484], [3.620, -3.891, -1.951], [4.301, -1.694, -1.188], [3.931, 0.283, -2.634], [3.993, -1.365, -4.990], [2.891, 0.009, -4.806], [2.098, -4.060, -3.958], [-1.305, -0.834, -2.226], [-0.996, -2.242, -1.145], [-1.732, -0.190, 0.117], [-2.618, 1.002, 1.805], [-4.314, 1.823, 6.145], [-5.182, 0.634, 5.161], [-6.067, 1.949, 5.952]], "nbo_charge": [-0.63, -0.07, 0.20, 0.19, -0.51, 0.78, -0.60, -0.15, -0.22, 0.23, -0.25, -0.19, -0.17, 0.24, 0.22, 0.26, -0.62, 0.68, -0.59, -0.33, -0.47, 0.72, -0.58, -0.30, -0.31, 0.73, -0.58, 0.24, -0.44, -0.19, -0.18, -0.44, 0.22, 0.24, 0.22, 0.22, 0.22, 0.24, 0.24, 0.25, 0.25, 0.40, 0.22, 0.22, 0.21, 0.22], "orbital_gap_ha": 0.3446, "e_homo_ev": -8.887, "mol_weight_da": 356.4, "smiles": "CCOC(=O)c1cccc(NC(=O)CN2C(=O)[C@H]3CC=CC[C@H]3C2=O)c1", "e_lumo_ev": 0.49, "charge": 0}


No. 2
{"formula": "C3H4NS", "method": "wB97M-V/def2-TZVPD", "species": ["C", "C", "C", "N", "S", "H", "H", "H", "H"], "coordinates": [[0.768, 0.571, 0.151], [1.606, 1.435, 0.472], [-1.232, -0.851, -0.786], [-0.321, -0.276, 0.277], [2.962, 2.287, 0.660], [-1.835, -0.356, -1.477], [-1.199, -1.862, -1.047], [0.162, -1.191, 0.751], [-0.911, 0.242, 1.000]], "nbo_charge": [0.07, -0.22, -0.06, -0.62, 0.42, 0.22, 0.20, 0.49, 0.48], "orbital_gap_ha": [0.2377, 0.2920], "e_homo_ev": [-13.400, -13.758], "mol_weight_da": 86.1, "e_lumo_ev": [-6.93, -5.81], "charge": 1}


No. 3
{"formula": "C5H8Cl2F2", "method": "wB97M-V/def2-TZVPD", "species": ["C", "C", "C", "C", "C", "F", "F", "Cl", "Cl", "H", "H", "H", "H", "H", "H", "H", "H"], "coordinates": [[-0.910, -2.095, -1.039], [-0.152, 2.142, 0.622], [-0.475, -1.301, 0.159], [0.813, 0.984, 0.871], [0.916, 0.131, -0.375], [-1.375, -0.573, 0.882], [2.063, 1.526, 1.256], [0.547, 0.744, -2.012], [2.360, -0.841, -0.597], [-1.779, -1.478, -1.509], [-1.420, -2.978, -0.763], [-0.218, -2.463, -1.707], [0.146, 2.946, 1.304], [-0.048, 2.620, -0.484], [-1.122, 1.863, 0.681], [0.125, -1.723, 0.993], [0.529, 0.496, 1.719]], "nbo_charge": [-0.70, -0.63, 0.31, 0.12, -0.13, -0.36, -0.37, -0.01, 0.01, 0.23, 0.23, 0.25, 0.23, 0.22, 0.22, 0.17, 0.19], "orbital_gap_ha": 0.3727, "e_homo_ev": -9.427, "mol_weight_da": 177.0, "e_lumo_ev": 0.71, "charge": 0}


No. 4
{"formula": "C23H19F5N5O4RuSSe", "method": "wB97M-V/def2-TZVPD", "species": ["Ru", "O", "C", "O", "C", "C", "C", "C", "C", "N", "C", "O", "O", "H", "H", "H", "H", "H", "F", "C", "C", "F", "C", "F", "C", "Se", "C", "F", "C", "F", "C", "N", "C", "C", "N", "C", "H", "H", "H", "H", "H", "H", "C", "C", "C", "C", "N", "C", "S", "N", "C", "H", "H", "H", "H", "H", "H", "H", "H"], "coordinates": [[0.857, 0.214, 0.062], [1.950, 3.193, 3.038], [1.486, 2.236, 2.277], [2.153, 1.660, 1.439], [0.058, 1.895, 2.524], [-0.729, 2.572, 3.440], [-2.044, 2.164, 3.608], [-2.533, 1.164, 2.788], [-1.687, 0.562, 1.864], [-0.397, 0.886, 1.783], [-2.125, -0.399, 0.824], [-3.355, -0.879, 0.825], [-1.397, -0.700, -0.101], [2.872, 3.403, 2.823], [-0.307, 3.385, 4.014], [-2.670, 2.627, 4.358], [-3.574, 0.873, 2.860], [-3.827, -0.770, 1.660], [5.182, -3.975, -5.457], [4.584, -3.268, -4.529], [4.941, -3.434, -3.194], [5.868, -4.316, -2.859], [4.327, -2.665, -2.225], [4.661, -2.815, -0.946], [3.353, -1.728, -2.563], [2.685, -0.551, -1.244], [2.986, -1.600, -3.901], [2.035, -0.727, -4.224], [3.595, -2.355, -4.883], [3.248, -2.212, -6.152], [3.131, -2.842, 4.193], [2.174, -2.469, 3.161], [0.951, -3.046, 2.954], [0.389, -2.401, 1.893], [1.263, -1.440, 1.454], [2.326, -1.504, 2.239], [2.791, -3.751, 4.679], [3.219, -2.056, 4.940], [4.110, -3.025, 3.756], [0.581, -3.855, 3.560], [-0.544, -2.598, 1.396], [3.208, -0.893, 2.139], [-3.749, 0.559, -3.981], [-3.275, 1.418, -2.868], [-4.084, 2.191, -2.070], [-3.514, 2.872, -0.991], [-2.212, 2.741, -0.690], [-1.431, 2.050, -1.497], [0.296, 2.046, -1.354], [-1.952, 1.438, -2.597], [-4.319, 3.791, -0.144], [-4.824, 0.644, -4.112], [-3.505, -0.483, -3.764], [-3.257, 0.822, -4.920], [-5.143, 2.267, -2.271], [-1.318, 0.918, -3.192], [-5.387, 3.648, -0.285], [-4.077, 4.816, -0.439], [-4.046, 3.698, 0.905]], "mulliken_spin": [0.24, 0.00, -0.01, -0.01, 0.01, 0.00, 0.00, 0.00, 0.01, 0.00, 0.00, 0.00, 0.00, 0.00, 0.00, 0.00, 0.00, 0.00, 0.01, 0.05, -0.02, 0.00, 0.01, 0.00, 0.02, 0.71, 0.02, 0.00, -0.02, 0.00, 0.00, 0.00, 0.00, 0.00, 0.00, 0.00, 0.00, 0.00, 0.00, 0.00, 0.00, 0.00, 0.00, 0.00, 0.00, 0.00, 0.00, 0.00, 0.00, 0.00, 0.00, 0.00, 0.00, 0.00, 0.00, 0.00, 0.00, 0.00, 0.00], "orbital_gap_ha": [0.2510, 0.2262], "e_homo_ev": [-13.466, -13.444], "mol_weight_da": 736.5, "e_lumo_ev": [-6.63, -7.29], "spin_multiplicity": 2, "charge": 2}